# 1
This record from OMol25 describes a structure of composition C28H30ClN2OSb2W in a non-equilibrium geometry. The level of theory is wB97M-V/def2-TZVPD.

Structure (XYZ):
```
65
Properties=species:S:1:pos:R:3:forces:R:3
W -0.4031 -0.6704 0.4486 -0.357 0.936 0.263
Cl -0.6386 -0.5801 7.8042 -0.003 -0.003 0.007
C -0.8132 -0.4926 6.1083 -0.083 0.079 0.104
C -1.8504 0.2658 5.5559 -0.094 0.049 -0.062
C -2.0196 0.3514 4.1815 -0.186 0.091 0.134
C -1.1349 -0.3248 3.3758 0.055 -0.044 -0.374
O -1.2338 -0.2903 2.0132 -0.217 -0.505 0.846
C -0.0811 -1.0751 3.8941 0.265 -0.171 0.100
C 0.8464 -1.7606 3.0523 -0.002 -0.196 0.246
N 0.9416 -1.6586 1.7589 0.628 -0.054 0.038
C 1.9561 -2.4174 1.0763 -0.164 0.123 0.138
C 3.0858 -2.9392 1.6424 0.282 -0.078 0.049
C 4.0160 -3.6543 0.8568 -0.039 0.031 0.076
C 3.7975 -3.8467 -0.4769 -0.031 -0.002 -0.069
C 2.6326 -3.3138 -1.0829 0.018 -0.205 -0.149
C 2.3023 -3.5081 -2.4393 0.053 -0.054 -0.056
C 1.1392 -2.9803 -2.9572 0.045 -0.065 -0.075
C 0.3242 -2.2204 -2.1368 -0.024 0.039 -0.029
N 0.5968 -2.0096 -0.8424 0.054 -0.368 0.313
C 1.7257 -2.5905 -0.2955 -0.080 0.104 -0.013
C 0.0646 -1.1645 5.2855 0.124 -0.099 -0.024
H -2.5322 0.7852 6.2177 0.016 -0.012 -0.022
H -2.8307 0.9250 3.7535 0.006 0.000 0.035
H 1.5226 -2.4488 3.5518 -0.039 0.021 0.053
H 3.3055 -2.8023 2.6937 0.025 0.018 -0.040
H 4.9066 -4.0494 1.3264 -0.025 0.002 0.007
H 4.5027 -4.4040 -1.0812 -0.026 0.013 0.009
H 2.9677 -4.0862 -3.0712 -0.008 0.023 0.014
H 0.8577 -3.1329 -3.9896 0.021 -0.003 0.012
H -0.5721 -1.7569 -2.5291 -0.037 0.027 -0.015
H 0.8702 -1.7475 5.7166 -0.031 0.018 -0.021
C 1.3586 3.7906 -0.0303 -0.327 0.230 0.229
Sb 0.8887 1.8884 0.7998 0.247 -0.607 -0.565
C 2.8886 1.1456 0.9067 -0.028 0.067 0.086
C 0.5531 1.0524 -1.2565 0.042 0.012 0.572
C -0.0950 1.9432 -2.2693 0.102 -0.079 -0.090
C 0.7182 2.3052 -3.3467 -0.034 -0.005 -0.045
C 0.2321 3.0884 -4.3811 0.026 -0.005 0.015
C -1.0909 3.4960 -4.3559 -0.049 -0.005 0.008
C -1.9046 3.1436 -3.2859 -0.011 0.076 -0.075
C -1.4298 2.3880 -2.2203 0.077 0.075 0.128
C -2.3570 2.1356 -1.0595 -0.069 -0.113 -0.033
Sb -2.8143 0.0607 -0.7585 -0.062 0.885 -0.534
C -3.5390 -0.4137 -2.6842 0.041 -0.212 0.058
C -4.5363 0.1788 0.4478 0.035 -0.204 0.063
H 1.9338 4.3191 0.7279 -0.006 0.032 -0.048
H 0.4568 4.3392 -0.2833 0.009 0.036 -0.035
H 1.9556 3.5709 -0.9118 0.011 0.017 -0.014
H 3.5327 1.8018 0.3242 0.021 0.000 -0.009
H 2.9225 0.1390 0.4921 0.017 -0.019 0.008
H 3.2405 1.1254 1.9358 0.003 0.002 0.010
H -0.1424 0.1678 -1.1826 -0.107 -0.016 -1.142
H 1.5140 0.6730 -1.5920 0.030 -0.041 -0.079
H 1.7470 1.9612 -3.3778 -0.036 0.009 -0.009
H 0.8793 3.3678 -5.2014 -0.006 -0.006 0.008
H -1.4916 4.0965 -5.1619 -0.003 -0.009 0.021
H -2.9321 3.4881 -3.2679 0.024 0.005 -0.002
H -3.2973 2.6663 -1.2029 0.009 0.045 -0.030
H -1.9403 2.4731 -0.1086 0.011 0.062 0.025
H -4.3958 0.2376 -2.8494 -0.002 -0.008 -0.037
H -3.8520 -1.4534 -2.7419 -0.006 0.004 -0.029
H -2.7706 -0.2044 -3.4252 -0.001 0.022 -0.023
H -5.2155 0.8561 -0.0652 -0.052 0.008 0.027
H -4.2775 0.5731 1.4262 -0.012 0.022 0.020
H -4.9917 -0.8030 0.5486 -0.040 0.005 0.025
```
Forces are in eV/Å.

Summary:
Frontier orbital gap (alpha / beta) (eV): 5.6 / 5.6
Net charge: +3
LUMO energy (alpha / beta) (eV): -10.811 / -10.813
Relative energy (zero: lowest compared OMol25 entry of this formula, charge and spin) (kJ/mol): 85.9
HOMO (alpha / beta) (Ha): -0.6032 / -0.6031

Atom charges from the Löwdin analysis, given in e for atoms 1 to 8:
1. W 1.31
2. Cl 0.81
3. C -0.64
4. C -0.02
5. C 0.04
6. C -0.27
7. O -0.36
8. C -0.13

=====

# 2
This record from OMol25 describes a structure of composition C28H30ClN3O4Pd in a non-equilibrium geometry. The level of theory is wB97M-V/def2-TZVPD.

Structure (XYZ):
```
67
Properties=species:S:1:pos:R:3:forces:R:3
Pd -0.3216 -0.3111 0.4511 0.616 -1.426 0.066
O -2.1250 -1.4427 0.7197 0.487 0.956 -0.426
C -2.2682 -2.2155 1.7322 0.207 -0.481 0.398
C -3.5931 -2.5178 2.1794 0.214 0.089 -0.267
C -3.8521 -3.4033 3.1950 0.164 -0.113 0.122
C -2.8027 -4.0561 3.8584 -0.089 0.065 -0.080
C -1.5115 -3.7629 3.4702 -0.010 -0.078 0.107
C -1.1986 -2.8615 2.4464 0.039 0.135 0.105
C 0.2314 -2.6422 2.2306 -0.833 -0.652 0.610
N 0.7349 -1.8460 1.3960 0.109 1.550 -0.718
N 2.1246 -1.7527 1.3503 -0.365 0.008 -0.293
C 2.4871 -0.6492 0.7570 0.586 -0.360 0.251
O 1.7529 0.2737 0.2786 -0.885 0.277 -0.442
C 3.9769 -0.4657 0.6194 -0.323 0.060 0.125
C 4.8730 -1.2723 1.3053 0.291 -0.189 0.157
C 6.2433 -1.0737 1.1757 -0.194 -0.106 0.071
C 6.7295 -0.0662 0.3538 -0.019 0.025 -0.023
C 5.8350 0.7391 -0.3350 -0.190 0.038 -0.045
C 4.4632 0.5418 -0.1963 0.186 0.208 -0.206
H -4.3977 -2.0103 1.6602 0.012 0.000 0.007
H -4.8802 -3.5923 3.4891 0.022 0.007 -0.012
H -2.9944 -4.7570 4.6617 -0.008 0.024 -0.017
H -0.6823 -4.2429 3.9837 -0.032 0.029 0.000
H 0.9270 -3.1827 2.8791 -0.114 -0.035 -0.176
H 4.4700 -2.0480 1.9438 0.063 0.026 -0.010
H 6.9347 -1.7061 1.7209 -0.022 -0.005 0.013
H 7.7976 0.0921 0.2557 -0.012 -0.005 -0.012
H 6.2040 1.5244 -0.9841 -0.018 0.016 0.004
H 3.7425 1.1600 -0.7169 0.065 0.027 -0.002
C -1.8925 1.4124 -5.9153 0.033 -0.044 0.100
C -1.4043 0.7139 -4.6655 -0.438 0.663 -0.344
C -0.8084 -0.5371 -4.7696 0.176 -0.065 0.739
C -0.3650 -1.1644 -3.5968 0.112 -0.280 -0.404
C 0.2975 -2.5209 -3.6533 -0.006 0.014 -0.023
C -0.5253 -0.5370 -2.3919 -0.108 0.266 0.383
C -1.1405 0.7561 -2.1995 0.157 -0.619 -0.889
C -1.5716 1.3487 -3.4385 0.147 -0.137 0.379
N -1.2148 1.1772 -0.9251 0.334 -0.464 0.025
C -1.7049 2.4352 -0.3576 -0.331 0.607 0.272
C -0.5030 3.1353 0.2905 0.411 -0.182 -0.056
C -2.7036 2.0603 0.7440 -0.097 -0.397 0.130
C -2.3971 3.4648 -1.2601 0.059 -0.257 -0.283
H -1.7036 0.8063 -6.8042 -0.018 0.049 0.017
H -1.3922 2.3761 -6.0495 -0.061 -0.026 0.012
H -2.9673 1.6097 -5.8619 0.073 0.033 -0.004
H -0.6821 -1.0183 -5.7353 -0.066 0.127 0.092
H 0.3500 -2.8865 -4.6811 -0.005 0.026 0.071
H -0.2539 -3.2515 -3.0571 0.000 0.033 -0.006
H 1.3130 -2.4782 -3.2527 -0.030 0.016 -0.003
H -0.1628 -1.0415 -1.4985 -0.012 -0.086 -0.214
H -2.0498 2.3074 -3.4619 -0.133 0.270 0.032
H 0.0319 2.4346 0.9335 -0.044 0.057 0.020
H -0.8291 3.9938 0.8913 -0.053 -0.166 -0.154
H 0.1879 3.4835 -0.4841 -0.034 0.029 0.058
H -2.2375 1.4037 1.4804 -0.020 0.084 0.000
H -3.5535 1.5306 0.3046 -0.027 0.069 0.031
H -3.0628 2.9593 1.2596 0.088 -0.094 -0.156
H -1.7209 3.8704 -2.0128 -0.025 0.002 -0.068
H -2.7266 4.2967 -0.6276 0.063 -0.147 -0.073
H -3.2788 3.0463 -1.7495 0.019 0.039 -0.032
Cl -1.1821 2.5618 5.0181 0.126 0.000 -0.115
C 0.2964 2.3502 3.9923 0.072 0.166 0.149
C 0.4137 0.9248 3.4307 -0.392 -0.138 -0.240
O 1.3239 0.2282 3.8923 -0.007 -0.081 -0.052
O -0.4383 0.6607 2.5342 0.145 0.382 1.169
H 1.1511 2.5726 4.6205 -0.019 0.081 0.102
H 0.2067 3.0615 3.1764 -0.037 0.078 0.027
```
Forces are in eV/Å.

Summary:
Frontier orbital gap (alpha / beta) (eV): 1.8 / 5.5
2S+1: 3
Net charge: -2
LUMO energy (alpha / beta) (eV): 4.316 / 3.113
HOMO (alpha / beta) (Ha): 0.0911 / -0.0885

Atom charges from the Löwdin analysis, given in e for atoms 1 to 8:
1. Pd 0.98
2. O -0.15
3. C -0.37
4. C -0.04
5. C -0.13
6. C -0.14
7. C -0.09
8. C -0.13

=====

# 3
This record from OMol25 describes a structure of composition C28H30CoN7O3S3Si. The level of theory is wB97M-V/def2-TZVPD.

Structure (XYZ):
```
73
Properties=species:S:1:pos:R:3:forces:R:3
Co 0.3275 -1.5485 -0.4631 -0.493 -0.484 -0.048
N -1.5322 -0.5494 -4.2661 0.108 0.183 0.056
C -0.8543 0.6623 -4.2711 -0.087 -0.087 -0.108
C -0.8926 1.7521 -5.1339 0.030 -0.020 0.096
C -0.0522 2.8037 -4.8299 0.041 0.046 0.035
C 0.8065 2.7651 -3.7184 -0.064 -0.054 -0.041
C 0.8407 1.6751 -2.8754 -0.051 -0.030 0.002
C -0.0183 0.6161 -3.1546 0.145 -0.137 0.089
N -0.1986 -0.5925 -2.4826 -0.080 0.054 -0.073
C -1.0983 -1.2405 -3.1838 -0.072 -0.313 0.044
C -1.5558 -2.5753 -2.8012 0.077 0.283 -0.070
C -2.3517 -3.4577 -3.4613 0.079 0.012 0.021
S -2.4823 -4.8865 -2.5359 -0.081 -0.069 -0.041
C -1.4873 -4.2101 -1.3277 0.113 0.081 0.036
N -1.0828 -3.0042 -1.5942 -0.124 0.018 0.046
H -2.2304 -0.8548 -4.9197 -0.004 -0.002 -0.024
H -1.5436 1.7791 -5.9955 -0.031 -0.002 -0.044
H -0.0492 3.6779 -5.4660 0.004 0.013 -0.020
H 1.4584 3.6048 -3.5244 0.021 0.049 -0.011
H 1.5148 1.6241 -2.0348 -0.034 -0.001 -0.011
H -2.8244 -3.3595 -4.4223 -0.031 0.001 -0.058
H -1.1626 -4.7472 -0.4446 -0.013 -0.031 0.038
O 2.3552 -3.8766 1.8844 -0.071 -0.103 -0.019
S 1.3347 -3.7994 0.8816 -0.285 0.400 -0.082
O 0.3199 -2.6816 1.1821 0.215 -0.170 0.001
O 0.6087 -5.0211 0.5942 0.149 -0.011 -0.012
S 2.0861 -3.0253 -0.8979 0.156 0.083 0.066
C 1.0617 4.3070 2.0341 -0.029 0.000 0.034
C 1.6107 4.2219 0.7651 -0.022 -0.067 0.004
C 1.9550 2.9837 0.2375 0.027 0.033 -0.070
C 1.7641 1.8019 0.9558 -0.068 -0.050 0.043
C 1.2303 1.9202 2.2451 0.081 0.006 0.015
C 0.8817 3.1493 2.7803 0.051 0.041 -0.046
Si 2.2641 0.0992 0.2809 0.400 0.260 0.191
C 3.3626 -0.6512 1.5858 0.071 -0.083 0.033
C 4.7417 -0.6617 1.3625 0.007 0.011 0.027
C 5.6196 -1.1019 2.3421 -0.004 -0.010 -0.027
C 5.1314 -1.5457 3.5618 -0.070 -0.006 -0.010
C 3.7633 -1.5635 3.7914 0.072 0.002 -0.012
C 2.8908 -1.1280 2.8086 -0.078 0.027 -0.018
H 0.7895 5.2694 2.4465 0.000 0.018 0.013
H 1.7803 5.1196 0.1867 0.007 0.043 -0.034
H 2.4116 2.9551 -0.7452 0.015 -0.018 0.006
H 1.1132 1.0380 2.8620 0.032 -0.022 0.031
H 0.4835 3.2057 3.7849 -0.024 0.005 0.035
H 3.0976 0.3859 -0.9150 -0.035 -0.013 -0.074
H 5.1383 -0.3230 0.4128 0.002 0.013 -0.023
H 6.6846 -1.1061 2.1497 0.019 0.006 -0.008
H 5.8143 -1.8982 4.3229 0.023 -0.007 0.032
H 3.3741 -1.9469 4.7249 -0.013 -0.007 0.021
H 1.8244 -1.2113 2.9848 -0.011 0.015 -0.005
C -1.4435 -0.5227 1.8726 0.097 0.006 0.059
N -2.5518 0.1882 2.4904 -0.016 -0.041 -0.024
C -3.7986 -0.4437 2.0659 -0.048 -0.037 0.039
N -3.9578 -0.4173 0.6071 0.047 0.006 0.024
C -2.8234 -1.1078 0.0117 -0.020 -0.020 0.001
N -1.5252 -0.4953 0.3860 0.077 0.072 -0.073
C -1.5696 0.9301 -0.0390 0.071 0.070 -0.020
N -2.6849 1.6482 0.5553 0.004 -0.021 0.016
C -2.5482 1.5709 2.0129 -0.006 0.098 0.046
C -3.9268 0.9812 0.1725 -0.023 0.011 -0.032
H -1.4226 -1.5627 2.1946 -0.033 0.038 0.005
H -0.5043 -0.0521 2.1628 -0.046 -0.050 -0.011
H -4.6399 0.0824 2.5211 0.005 -0.011 -0.005
H -3.8062 -1.4817 2.4039 -0.003 0.007 0.004
H -2.9240 -1.0708 -1.0747 0.003 -0.024 -0.006
H -2.8202 -2.1473 0.3407 0.019 -0.017 -0.018
H -1.6549 0.9577 -1.1256 -0.050 0.044 0.014
H -0.6327 1.4106 0.2532 -0.093 -0.048 -0.041
H -3.3788 2.1077 2.4745 -0.006 0.008 0.006
H -1.6111 2.0484 2.3033 -0.038 -0.008 -0.011
H -4.0303 1.0175 -0.9151 0.000 0.003 0.003
H -4.7693 1.5089 0.6222 -0.006 0.007 0.000
```
Forces are in eV/Å.

Summary:
Frontier orbital gap (alpha / beta) (eV): 6.7 / 6.6
2S+1: 5
LUMO energy (alpha / beta) (eV): -0.447 / -1.377
HOMO (alpha / beta) (Ha): -0.2610 / -0.2947

Atom charges from the Löwdin analysis, given in e for atoms 1 to 8:
1. Co 0.40
2. N 0.19
3. C -0.18
4. C -0.01
5. C -0.08
6. C -0.07
7. C -0.01
8. C -0.21